*1*
The following is a quantum chemistry calculation of 2 unconnected molecules or ions with the total composition C3H6O3, from the OMol25 dataset.

```
! RIJCOSX wB97M-V def2-TZVPD def2/J DEFGRID3
* xyz 0 1
O -1.8568 -0.7305 0.3251
C -0.7606 -1.0115 -0.1071
C 0.4327 -0.1233 0.0081
C 1.7659 -0.7330 -0.0823
O 1.1916 -0.1002 -1.2022
H -0.5808 -1.9595 -0.6549
H 0.2738 0.8334 0.5039
H 2.6018 -0.2095 0.3791
H 1.8633 -1.8166 -0.1578
O -1.5281 2.1715 0.6379
H -1.4726 2.3916 -0.2999
H -1.9302 1.2874 0.6503
*
```

Values from the calculation:
LUMO: 0.5 eV
Gap between HOMO and LUMO: 10.941 eV


*2*
The following is a quantum chemistry calculation of a molecular structure, C3H6O3, from the OMol25 dataset.

```
! RIJCOSX wB97M-V def2-TZVPD def2/J DEFGRID3
* xyz 0 1
C -0.7886 -0.4127 0.4892
C 0.4062 0.8816 -0.8720
C 0.5561 -0.1974 0.0044
O -1.0714 0.2646 1.5316
O -1.4542 -1.5259 0.1418
O 1.0663 1.0375 -2.0499
H 0.0619 0.3929 1.9955
H -2.3097 -1.5333 0.5941
H 1.5460 0.2316 -2.2778
H -0.1509 1.7647 -0.6015
H 1.0587 -1.0739 -0.4030
H 1.0796 0.1704 1.4474
*
```

Values from the calculation:
LUMO (alpha / beta): 0.5 / 0.5 eV
Gap between HOMO and LUMO (alpha / beta): 7.681 / 7.681 eV


*3*
The following is a quantum chemistry calculation of a single C3H6O3 molecule, from the OMol25 dataset.

```
! RIJCOSX wB97M-V def2-TZVPD def2/J DEFGRID3
* xyz 0 1
O 0.7647 -0.0940 -1.2132
C 0.1172 -0.0226 -0.1825
C -1.3292 -0.5008 -0.2503
O -1.5261 -1.1708 -1.4636
C 0.8556 0.5078 1.0460
O 1.9692 1.2365 0.6181
H -1.5612 -1.1201 0.6361
H -2.0136 0.3599 -0.1952
H -0.8102 -0.8645 -2.0562
H 1.1563 -0.3706 1.6499
H 0.2294 1.1385 1.6892
H 2.1479 0.9007 -0.2785
*
```

Values from the calculation:
LUMO: 0.7 eV
Gap between HOMO and LUMO: 11.391 eV


Last place for stability: *2*


*1*
The following is a quantum chemistry calculation of 9 unconnected molecules or ions with the total composition C3H24N2O10, from the OMol25 dataset.

```
! RIJCOSX wB97M-V def2-TZVPD def2/J DEFGRID3
* xyz 0 1
N 0.8018 -1.0499 0.5569
C 0.6668 0.1947 0.0196
N 1.1743 0.3606 -1.2252
O 0.0795 1.0883 0.6471
H 0.2610 -1.2030 1.3940
H 1.2561 -1.8160 0.0919
H 1.6485 -0.3995 -1.6910
H 1.0995 1.2400 -1.7079
O -2.2983 1.1666 1.8533
C -2.8811 -0.0910 1.5750
C -2.4988 -1.1241 2.6462
O -1.0706 -1.2094 2.7393
H -1.3606 1.1247 1.5993
H -3.9623 0.0302 1.5565
H -2.5167 -0.4313 0.5970
H -2.8767 -2.1128 2.4099
H -2.8667 -0.6858 3.5778
H -0.7420 -0.3983 3.1445
O 2.2114 3.6805 -1.7201
H 2.9435 3.4055 -1.1598
H 1.6724 4.2515 -1.1625
O 0.4815 2.2603 -3.4074
H 0.7652 1.8530 -4.2307
H 1.1825 2.8848 -3.1609
O -0.7535 -4.0694 2.4344
H -0.8013 -3.1038 2.5025
H -1.2429 -4.2905 1.6375
O -1.7509 2.0374 -1.5815
H -1.1875 2.1825 -2.3553
H -1.2232 2.3737 -0.8502
O 0.6836 3.0110 2.6045
H -0.1331 3.5140 2.5429
H 0.7392 2.5351 1.7603
O 2.7245 -3.4502 -1.5136
H 2.2327 -4.2608 -1.6863
H 3.5759 -3.7451 -1.1757
O 1.4943 -1.6251 -3.2850
H 0.5516 -1.8108 -3.2263
H 1.9203 -2.3179 -2.7509
*
```

Values from the calculation:
LUMO: -0.1 eV
Gap between HOMO and LUMO: 9.538 eV


*2*
The following is a quantum chemistry calculation of 11 unconnected molecules or ions with the total composition C3H24N2O10, from the OMol25 dataset.

```
! RIJCOSX wB97M-V def2-TZVPD def2/J DEFGRID3
* xyz 0 1
C 1.4013 1.5516 2.7717
C 2.1899 0.6000 2.2565
N 2.4004 0.8903 0.9152
C 1.5689 1.9696 0.6670
N 0.9819 2.4014 1.7379
H 1.0474 1.6922 3.7735
H 2.6038 -0.3171 2.6549
H 2.6733 0.2910 0.1443
H 1.4229 2.3450 -0.3305
O -1.3710 -1.5936 2.8303
H -0.8120 -1.7060 2.0602
H -1.5580 -2.4900 3.0930
O 2.6403 -0.4892 -1.5327
H 2.1885 -0.3569 -2.3780
H 2.9577 -1.3691 -1.4305
O -0.0827 -1.1742 -2.1702
H 0.1918 -0.2455 -2.3220
H -0.4020 -1.4936 -3.0251
O -1.6925 2.2939 0.4320
H -1.0180 2.4358 1.1178
H -2.4886 2.0209 0.9235
O 0.8403 -2.5584 0.6698
H 0.9999 -1.6122 0.5492
H 0.4528 -2.9260 -0.1582
O -0.5594 -3.9448 -1.1243
H -0.7748 -4.3163 -0.2513
H -1.3059 -3.3686 -1.3436
O 0.9689 0.9788 -3.3888
H 0.2594 1.6085 -3.1262
H 0.5287 0.7525 -4.2379
O -1.4011 1.7483 -2.0484
H -1.0535 2.3469 -1.3423
H -1.8729 2.4099 -2.5905
O -2.4442 -0.7184 -0.9456
H -2.3363 0.2418 -0.9610
H -1.6021 -1.0939 -1.2897
O -3.0369 0.1060 1.6432
H -2.6209 -0.2566 0.8301
H -2.8984 -0.6190 2.2728
*
```

Values from the calculation:
LUMO: -0.2 eV
Gap between HOMO and LUMO: 8.741 eV


Last place for stability: *2*